No. 1
Density functional theory data (the ωB97M-V functional and the def2-TZVPD basis) for a structure of composition C42H41I2LiN3O2P2S.

Summary:
* HOMO: -4.817 eV
* 2S+1: 1
* total charge: -1
* E_tot: -98610.269 eV

XYZ file:
```
94
Properties=species:S:1:pos:R:3:forces:R:3:lowdin_charge:R:1
Li 1.325610 1.449518 -0.895512 0.151 0.071 -0.124 0.223
C 2.818724 -0.721922 2.837910 -0.011 0.031 0.064 -0.027
C 3.372108 0.611405 2.419939 0.118 -0.001 0.047 -0.255
N 4.487849 1.020050 2.975592 0.029 0.069 -0.081 0.104
C 4.999164 2.222693 2.624125 -0.078 -0.196 0.115 -0.119
C 4.396391 3.065745 1.731871 0.034 0.029 -0.011 -0.169
C 5.043646 4.389932 1.441577 -0.054 0.065 0.109 -0.207
O 4.407609 5.496135 2.104407 0.067 -0.047 -0.152 -0.063
C 3.178648 2.664285 1.131803 -0.118 0.229 -0.287 -0.101
C 2.499846 3.588570 0.236284 0.145 -0.058 0.177 -0.153
N 1.302940 3.487254 -0.228611 -0.126 0.088 -0.149 0.019
C 0.786636 4.609801 -0.909705 0.000 -0.024 0.025 -0.327
C 1.088122 5.916809 -0.508543 -0.001 0.005 0.023 -0.029
C 0.561717 7.022960 -1.153716 -0.022 -0.028 -0.012 -0.089
C -0.310249 6.856310 -2.219662 0.033 -0.034 0.015 -0.101
C -0.657776 5.572342 -2.613011 0.013 0.065 0.040 -0.167
C -0.127733 4.469892 -1.960173 -0.035 -0.124 0.002 -0.605
I -0.791189 2.584418 -2.564281 0.103 0.041 -0.142 1.012
C 2.657554 1.384449 1.432267 -0.348 -0.128 -0.053 -0.330
O 1.617379 0.895251 0.858766 0.184 0.062 0.339 -0.235
H 3.618925 -1.324964 3.265963 -0.025 0.029 0.017 0.076
H 2.372885 -1.248426 1.995407 -0.005 0.049 0.079 0.043
H 2.040539 -0.592677 3.598461 -0.005 0.009 -0.041 0.083
H 5.931938 2.507234 3.099369 -0.011 -0.033 0.005 0.102
H 5.101722 4.560299 0.363695 -0.008 0.094 -0.037 0.116
H 6.061569 4.377169 1.824854 0.040 0.004 0.008 0.113
H 3.458638 5.421922 1.964848 -0.002 -0.062 0.040 0.058
H 3.078811 4.473914 -0.039454 0.027 -0.004 0.066 0.112
H 1.730196 6.061066 0.351360 -0.002 0.031 -0.021 0.100
H 0.823961 8.015469 -0.809834 0.000 0.000 0.000 0.100
H -0.732680 7.712142 -2.731262 0.014 -0.019 0.017 0.097
H -1.354161 5.423240 -3.427855 0.019 -0.005 0.014 0.084
C -0.377239 -5.894830 1.705169 -0.014 -0.043 0.046 -0.435
S -1.760780 -5.197529 2.627611 0.023 0.030 -0.037 0.791
C -1.889525 -3.587143 1.809475 -0.017 -0.037 -0.021 -0.518
C -0.721437 -2.649706 2.069381 0.016 -0.048 -0.042 -0.244
C -0.888942 -1.269234 1.441123 0.004 -0.089 -0.183 -0.252
N -1.072769 -1.280876 -0.034602 -0.113 0.319 -0.190 -0.435
P -2.392489 -0.422689 -0.770783 0.025 -0.059 0.182 1.000
C -3.865201 -1.418962 -0.304720 0.031 -0.068 0.100 -0.361
C -4.486772 -1.371136 0.943760 -0.037 -0.003 0.023 -0.119
C -5.573818 -2.184626 1.227888 -0.006 -0.024 -0.057 -0.086
C -6.060873 -3.059559 0.262427 0.039 0.032 0.014 -0.092
C -5.461882 -3.109263 -0.988301 0.055 0.055 0.029 -0.086
C -4.374161 -2.288562 -1.269128 0.001 -0.059 0.033 -0.107
C -2.665619 1.094668 0.224247 0.044 -0.022 0.066 -0.414
C -1.587975 1.798008 0.765504 -0.041 -0.035 0.036 -0.147
C -1.769627 3.062340 1.310898 -0.009 -0.015 0.008 -0.079
C -3.028884 3.645626 1.320680 -0.009 -0.049 -0.012 -0.090
C -4.108974 2.956386 0.781739 0.046 -0.026 -0.004 -0.092
C -3.928106 1.692330 0.236374 0.036 0.054 -0.010 -0.116
P 0.338418 -0.953739 -1.050063 0.000 -0.351 -0.241 0.977
C -0.145531 -1.782575 -2.626434 0.030 0.087 0.062 -0.377
C 0.511294 -1.322142 -3.766247 0.059 0.038 0.015 -0.097
C 0.273534 -1.911194 -5.003311 -0.032 -0.027 0.048 -0.080
C -0.633529 -2.955642 -5.114278 0.006 0.026 0.080 -0.100
C -1.298599 -3.413204 -3.980798 0.025 0.028 0.016 -0.095
C -1.053571 -2.831132 -2.744978 -0.040 -0.028 -0.006 -0.132
C 1.600086 -2.190720 -0.537473 -0.029 0.099 0.120 -0.332
C 1.337216 -3.553699 -0.400165 0.045 -0.019 -0.110 -0.110
C 2.357696 -4.440685 -0.099339 0.026 0.033 -0.003 -0.095
C 3.660886 -3.974094 0.057865 -0.032 0.051 -0.014 -0.083
C 3.934518 -2.623558 -0.093099 -0.045 -0.021 -0.015 -0.067
C 2.905864 -1.731550 -0.383589 0.059 -0.022 -0.090 -0.113
H -0.251042 -6.923657 2.043063 0.002 0.035 -0.018 0.026
H 0.545709 -5.347323 1.889329 -0.030 -0.023 -0.013 0.019
H -0.595645 -5.899700 0.635419 0.018 -0.008 0.033 0.035
H -2.820997 -3.160133 2.183620 -0.017 0.026 -0.004 0.057
H -2.026798 -3.754499 0.737504 -0.013 0.039 0.012 0.066
H 0.203044 -3.096559 1.705918 0.006 -0.012 0.056 0.073
H -0.598885 -2.514991 3.148087 -0.020 0.019 0.001 0.115
H -0.024272 -0.656528 1.701424 0.091 0.072 -0.021 0.085
H -1.757153 -0.778379 1.883465 -0.060 0.016 0.002 0.100
H -4.127167 -0.679021 1.697125 0.003 -0.029 -0.023 0.105
H -6.042531 -2.137463 2.203965 0.011 -0.003 -0.024 0.102
H -6.908727 -3.696103 0.485544 0.019 0.013 -0.006 0.098
H -5.842711 -3.780862 -1.748279 0.010 0.011 0.014 0.099
H -3.905368 -2.324321 -2.247255 -0.035 0.020 0.020 0.089
H -0.585814 1.383030 0.753455 -0.020 -0.003 0.039 0.061
H -0.911572 3.594078 1.707288 -0.036 -0.044 -0.021 0.106
H -3.168943 4.634597 1.739937 0.004 -0.007 -0.012 0.097
H -5.094522 3.407286 0.778250 0.016 -0.015 -0.001 0.097
H -4.777243 1.174375 -0.196232 0.017 0.016 0.007 0.102
H 1.224039 -0.503568 -3.681187 -0.034 -0.026 -0.013 0.053
H 0.796670 -1.547541 -5.879191 -0.006 0.008 0.019 0.103
H -0.825693 -3.411204 -6.078241 0.001 0.004 0.012 0.094
H -2.009900 -4.227219 -4.060208 0.000 0.004 -0.003 0.097
H -1.586285 -3.182594 -1.867211 0.034 -0.002 -0.006 0.079
H 0.328150 -3.924748 -0.544886 0.014 0.025 0.006 0.090
H 2.143196 -5.498309 0.002259 0.008 0.016 -0.001 0.096
H 4.459390 -4.669234 0.290523 -0.018 0.019 -0.010 0.098
H 4.945882 -2.250846 0.018770 -0.040 -0.012 0.000 0.111
H 3.128574 -0.675466 -0.502828 -0.035 -0.092 -0.021 0.039
I 3.524099 1.643325 -2.613119 -0.158 -0.079 0.046 -0.272
```
Forces are in eV/Å.

No. 2
Density functional theory data (the ωB97M-V functional and the def2-TZVPD basis) for a structure of composition C42H42 at a distorted geometry.

Summary:
* HOMO: -8.136 eV
* 2S+1: 1
* total charge: 0
* energy relative to the best compared isomer or geometry (same formula, charge and spin): 1859.2 kJ/mol
* E_tot: -44214.405 eV

XYZ file:
```
84
Properties=species:S:1:pos:R:3:forces:R:3:lowdin_charge:R:1
C -4.436892 -2.314843 1.213846 1.388 -0.028 1.177 -0.090
C -3.507717 -1.155922 1.435782 -2.183 -0.226 -3.236 -0.062
C -3.287590 -0.255692 0.328959 -2.391 -4.042 1.133 -0.064
C -3.905634 -0.557454 -0.921307 0.870 0.804 0.397 -0.170
C -4.634881 -1.655730 -1.151538 -3.701 -4.227 -1.190 -0.117
C -5.013700 -2.696615 -0.053029 3.651 5.455 0.665 -0.039
H -4.490901 -2.908273 2.259514 -0.505 0.893 -2.913 0.129
H -3.176695 -0.981951 2.460249 0.179 0.076 -0.457 0.084
H -2.723822 0.587072 0.395041 1.608 2.260 0.457 0.054
H -3.859727 0.034422 -1.839444 0.648 0.546 0.766 0.102
H -5.076097 -1.687660 -2.347996 1.062 -0.520 3.780 0.158
H -5.621008 -3.547187 -0.110728 -0.751 -0.909 -0.579 0.056
C 0.749411 -5.051738 -2.219576 -7.295 0.750 0.667 -0.035
C -0.359463 -6.103241 -1.725235 0.596 5.849 -2.406 -0.016
C -1.716466 -5.736900 -1.768765 4.802 2.759 -0.559 -0.101
C -2.062885 -4.379937 -2.145114 -0.108 0.410 -0.420 -0.083
C -1.164053 -3.374502 -2.603193 2.530 -6.186 1.151 -0.040
C 0.369202 -3.769533 -2.671546 -4.236 -0.887 0.536 -0.030
H 1.654946 -5.302297 -2.534392 4.016 -1.714 -0.472 0.018
H -0.127763 -7.067495 -1.463597 0.988 -2.041 0.601 0.044
H -2.313017 -6.483501 -1.414305 -2.372 -1.438 0.643 0.055
H -3.164443 -4.147623 -2.105782 1.185 -0.031 -0.126 0.091
H -1.634559 -2.321119 -2.920632 2.772 -9.824 -0.154 -0.091
H 1.019322 -3.091133 -3.250407 -0.109 -0.455 0.650 0.088
C 0.338985 1.814358 1.615748 0.176 1.468 -5.660 -0.094
C 0.509192 2.203133 0.120049 -0.179 -1.295 3.061 -0.029
C 0.418716 1.217115 -0.876636 1.101 5.847 1.763 -0.117
C 0.026553 -0.028046 -0.467498 0.567 -2.595 -1.912 -0.179
C -0.111648 -0.388066 0.824234 -1.367 0.468 3.301 -0.043
C -0.029788 0.611981 1.996313 -0.256 -4.351 -4.076 -0.058
H 0.352360 2.547858 2.306380 0.336 2.719 2.078 0.049
H 0.692796 3.272608 -0.118328 0.058 -1.004 0.256 0.094
H 0.725302 1.798962 -1.785737 -0.809 -2.066 -0.156 0.132
H -0.046708 -0.742435 -1.380505 -0.636 -0.041 4.739 0.076
H -0.533470 -1.396804 0.987352 0.581 0.591 0.229 0.108
H -0.311427 0.344838 2.986706 0.047 -0.312 0.561 0.083
C -1.450011 -1.252483 -3.356246 -1.059 7.966 -6.670 -0.128
C -2.278894 -1.234371 -4.729424 6.615 2.676 0.665 0.053
C -1.686800 -0.629270 -5.885608 0.755 -0.226 2.793 -0.045
C -0.323048 -0.101753 -5.736614 -2.613 -1.066 2.551 -0.118
C 0.356713 -0.005572 -4.547663 -0.874 -2.719 2.003 -0.043
C -0.255469 -0.560905 -3.280662 0.649 0.713 -3.259 -0.073
H -1.957964 -1.678786 -2.531249 -2.817 6.054 2.741 0.076
H -3.186979 -1.615364 -4.579371 -3.646 -1.504 -0.219 0.037
H -2.084144 -0.401095 -6.903005 -0.401 -0.773 1.252 0.107
H -0.056046 0.472838 -6.521555 1.651 1.270 -2.747 0.049
H 1.450813 0.135923 -4.503857 -0.802 0.881 -0.086 0.107
H 0.235902 -0.347089 -2.324813 0.285 0.047 -3.251 0.010
C -2.549681 0.926801 5.982716 -1.070 1.192 -3.221 -0.037
C -2.087111 1.906454 4.833923 -4.117 -3.798 1.749 -0.046
C -2.982178 2.124522 3.734943 3.580 0.367 3.046 -0.121
C -4.261406 1.641467 3.806194 -2.323 -1.391 -0.642 -0.171
C -4.801813 0.893953 4.842198 1.484 -2.092 2.680 -0.072
C -3.933849 0.404416 6.024002 2.911 5.119 -5.423 -0.028
H -1.711813 0.524874 6.590227 -1.026 0.500 0.072 0.079
H -1.082663 2.249942 4.825691 0.654 0.247 0.029 0.062
H -2.430980 2.687702 2.996868 -1.024 0.108 -0.869 0.090
H -4.983754 1.617825 2.971432 0.808 0.799 0.068 0.107
H -5.835146 0.474665 4.648300 1.332 0.597 0.736 0.106
H -4.192212 -0.102637 6.869721 -1.190 -1.683 1.711 0.036
C 5.720514 0.245607 2.049672 -0.161 -0.690 -1.297 -0.073
C 4.230447 0.382714 1.412381 2.524 2.639 2.008 -0.050
C 3.868576 -0.394230 0.334680 3.078 -0.633 1.971 -0.120
C 4.768549 -1.445597 -0.121481 0.572 -0.492 -1.581 -0.149
C 5.999193 -1.745515 0.414823 1.516 1.546 1.569 -0.072
C 6.548885 -0.797648 1.594676 -4.933 -0.702 -2.918 -0.086
H 6.379593 0.952634 2.782697 -2.734 -1.330 -1.565 0.128
H 3.583842 1.359032 1.808745 1.681 -3.214 -1.237 0.105
H 2.965587 -0.232938 -0.140452 -1.765 0.233 -0.868 0.049
H 4.603903 -2.004372 -1.121796 -0.445 0.975 1.888 0.118
H 6.623778 -2.572520 -0.148893 -1.071 1.908 1.693 0.118
H 7.452481 -0.933286 2.088977 1.682 -0.442 0.305 0.042
C 3.761605 5.038317 -1.092714 -0.949 2.708 0.101 -0.112
C 4.065816 6.296547 -0.340153 -0.627 0.273 -0.528 -0.072
C 4.134658 6.378330 1.069230 -1.040 -3.571 -4.558 -0.108
C 3.850495 5.241643 1.792017 -0.226 -2.264 -0.159 -0.129
C 3.503566 3.999709 1.250035 0.705 2.430 -4.009 -0.042
C 3.485270 3.935008 -0.321208 -0.148 -3.072 3.467 -0.093
H 3.516346 5.099543 -2.247735 1.016 -0.362 2.583 0.131
H 4.194004 7.355367 -0.791104 -0.033 -2.296 -0.048 0.118
H 4.605829 7.212416 1.334829 1.233 3.343 2.162 0.051
H 3.997831 5.153607 2.826807 0.081 0.643 1.525 0.080
H 3.363311 3.222222 1.998997 -0.161 -0.223 -0.934 0.058
H 3.318021 2.834701 -0.714065 0.179 2.603 0.420 0.114
```
Forces are in eV/Å.